[1]
The following is a quantum chemistry calculation of a molecular structure, C24H26F6N7PdSb at a distorted geometry, from the Open Molecules 2025 dataset.

Positions of all 65 atoms, in Å:
Pd  1.04326  0.01726  0.89298
C  -3.66410  2.90078  -0.44196
C  -2.32288  3.18914  -0.67424
C  -1.32572  2.54262  0.04390
C  -1.63405  1.58189  1.01698
C  -2.98847  1.27931  1.21900
C  -3.98406  1.93512  0.50455
N  -0.59181  0.95519  1.70628
C  -0.63648  0.74821  3.08208
C  -1.58129  1.26849  3.98230
C  -1.45393  1.06496  5.34929
C  -0.36976  0.36961  5.88306
C  0.61059  -0.10922  5.03165
C  0.48197  0.07305  3.65628
N  1.45241  -0.27142  2.72669
N  2.65111  -0.73310  3.06646
C  3.38677  -1.03744  1.97369
C  4.70155  -1.53913  2.11840
C  5.40812  -1.91970  1.01075
C  4.81409  -1.84260  -0.26089
C  3.54251  -1.34013  -0.35022
N  2.85718  -0.88566  0.70817
H  -4.44425  3.42170  -0.98655
H  -2.05173  3.94312  -1.40676
H  -0.28072  2.77270  -0.12036
H  -3.25002  0.50744  1.93194
H  -5.02183  1.67903  0.68255
H  -2.39546  1.87544  3.61692
H  -2.20903  1.47292  6.01345
H  -0.28097  0.23188  6.95335
H  1.49953  -0.60669  5.39618
H  5.09777  -1.61793  3.12129
H  6.41511  -2.30601  1.11617
H  5.33442  -2.16864  -1.15066
H  3.01926  -1.30176  -1.29858
C  -2.63063  -0.48707  -3.27941
C  -2.64091  -0.58249  -1.76981
N  -1.27588  -0.51584  -1.28154
C  -0.31542  0.26113  -1.81320
N  0.78621  0.48297  -1.12778
C  1.82371  1.30730  -1.72626
C  1.86948  1.12174  -3.22866
C  0.50762  1.49762  -3.76927
N  -0.51957  0.72854  -3.08577
C  -1.85315  0.74980  -3.67743
H  -3.64899  -0.42884  -3.66515
H  -2.13892  -1.37337  -3.69128
H  -3.06090  -1.53105  -1.45206
H  -3.24850  0.22531  -1.34622
H  -1.10753  -0.79294  -0.32846
H  2.77585  1.05589  -1.26980
H  1.62911  2.36628  -1.50728
H  2.07307  0.07329  -3.46244
H  2.64342  1.74421  -3.67858
H  0.43601  1.27548  -4.83524
H  0.33982  2.57506  -3.64211
H  -1.72615  0.78927  -4.75899
H  -2.39402  1.65286  -3.36744
F  0.35979  -2.49143  0.37181
Sb  -0.01635  -4.06765  -0.61907
F  -0.34570  -4.97408  0.99656
F  1.80850  -4.53437  -0.57823
F  -1.83720  -3.54094  -0.69742
F  0.29334  -3.11094  -2.22230
F  -0.41522  -5.62619  -1.60130

## Properties
ΔE to the lowest compared entry with this formula, charge and spin, kJ/mol: 0.0
Spin multiplicity: 2
Net charge: -1
HOMO level (alpha / beta), eV: -3.60 / -4.29
Total energy, hartree: -2281.06462

---

[2]
The following is a quantum chemistry calculation of a molecular structure, C24H26LiN2PS, from the Open Molecules 2025 dataset.

Positions of all 55 atoms, in Å:
Li  -0.28035  0.84932  -0.20660
C  -3.37019  -0.52076  -2.15889
C  -3.59864  -1.90067  -1.59986
C  -4.63788  -2.68804  -2.08332
C  -4.87514  -3.95433  -1.57213
C  -4.06540  -4.45803  -0.56741
C  -3.02239  -3.68816  -0.07626
C  -2.78224  -2.41068  -0.57807
P  -1.47135  -1.32705  0.12022
C  -0.36515  -2.59055  0.85932
C  -0.24493  -2.71044  2.24192
C  0.59450  -3.66204  2.80220
C  1.30823  -4.51764  1.97862
C  1.20544  -4.39446  0.60010
C  0.38848  -3.43002  0.02022
C  0.31391  -3.30196  -1.47629
C  -2.34260  -0.56876  1.52210
C  -3.66186  -0.87387  1.86236
C  -4.34117  -0.12960  2.81017
C  -3.70628  0.96566  3.39201
C  -2.40551  1.28259  3.06438
C  -1.66222  0.51229  2.14767
C  -0.26854  0.79235  1.84485
H  -4.11116  -0.28737  -2.92235
H  -2.37617  -0.45027  -2.60539
H  -3.44117  0.22971  -1.36820
H  -5.27878  -2.29734  -2.86526
H  -5.69602  -4.54462  -1.95953
H  -4.25208  -5.44371  -0.16056
H  -2.39613  -4.07754  0.71618
H  -0.82429  -2.04987  2.87635
H  0.67801  -3.74319  3.87875
H  1.93327  -5.29142  2.40707
H  1.75954  -5.07213  -0.04014
H  1.08381  -3.90362  -1.95927
H  0.44214  -2.26098  -1.78160
H  -0.66062  -3.63390  -1.84221
H  -4.16639  -1.70077  1.38000
H  -5.35970  -0.38368  3.07324
H  -4.23719  1.56295  4.12423
H  -1.92535  2.13871  3.52539
H  0.31498  -0.13667  1.85812
H  0.16216  1.49281  2.56300
S  1.55247  0.31488  -1.82813
C  2.46578  -0.33986  -0.59597
N  2.56730  0.11945  0.66531
C  3.30903  -0.80167  1.51986
C  3.98401  -1.73306  0.49751
N  3.24495  -1.42767  -0.71958
H  1.83725  0.71227  1.03908
H  2.64028  -1.35272  2.18585
H  4.03696  -0.26446  2.12577
H  3.87692  -2.78393  0.76382
H  5.04640  -1.50484  0.38150
H  3.45592  -1.83086  -1.61366

## Properties
ΔE to the lowest compared entry with this formula, charge and spin, kJ/mol: 0.0
HOMO level, eV: -6.60
Total energy, hartree: -1786.77225

---

[3]
The following is a quantum chemistry calculation of a molecular structure, C24H26MgN3O3S3, from the Open Molecules 2025 dataset.

Positions of all 60 atoms, in Å:
Mg  -1.20014  0.62092  -0.22291
C  5.74222  0.94373  -0.20741
O  5.34211  0.86124  1.14522
C  4.00043  0.82275  1.39073
C  3.65637  0.71402  2.75876
C  2.33293  0.65533  3.08362
C  1.29422  0.70915  2.12557
C  -0.08280  0.67428  2.56148
C  -0.42080  0.48980  4.02557
O  -1.05011  0.82157  1.80312
C  1.64476  0.83640  0.73109
O  0.80644  0.91371  -0.21366
C  3.04433  0.88215  0.41444
H  6.82928  0.94766  -0.20553
H  5.37411  1.86146  -0.67312
H  5.37973  0.08567  -0.77862
H  4.43897  0.67407  3.50318
H  2.07252  0.57448  4.13108
H  0.19541  -0.26205  4.51440
H  -1.46789  0.20473  4.08861
H  -0.28647  1.43822  4.55406
H  3.28307  0.96111  -0.63567
C  -1.13981  -1.20757  -3.53077
C  -1.09999  0.28523  -3.54118
N  -1.07805  1.04570  -2.48747
C  -1.05553  2.38832  -2.83388
C  -1.05320  2.63404  -4.16488
S  -1.10155  1.16061  -5.02445
C  -1.04005  3.40934  -1.77285
C  -1.00075  4.75292  -1.95815
S  -1.03040  5.54073  -0.44589
C  -1.07876  4.01917  0.35196
N  -1.08027  3.00504  -0.45462
C  -1.11594  3.91988  1.84320
H  -1.12673  -1.56321  -2.49973
H  -0.28019  -1.61412  -4.06654
H  -2.04987  -1.56258  -4.01702
H  -1.04340  3.58643  -4.66780
H  -0.97166  5.30235  -2.88399
H  -1.30541  4.89434  2.29174
H  -0.16269  3.53791  2.21294
H  -1.89560  3.22015  2.14047
S  -6.05872  1.10104  -0.30423
C  -4.41007  1.08800  -0.36043
N  -3.24449  1.10334  -0.41731
C  -1.56911  -4.71210  1.25916
C  -1.04607  -4.21857  -0.09672
C  -1.89310  -4.83970  -1.21671
C  0.41369  -4.66135  -0.26542
C  -1.13440  -2.74860  -0.15778
C  -1.20425  -1.52649  -0.19892
H  -1.51226  -5.80407  1.31997
H  -2.60597  -4.40430  1.40054
H  -0.97835  -4.28379  2.07038
H  -1.86341  -5.93302  -1.16210
H  -1.51695  -4.53237  -2.19501
H  -2.92962  -4.50999  -1.13631
H  0.49460  -5.75246  -0.21391
H  1.03536  -4.22469  0.51752
H  0.80429  -4.32600  -1.22784

## Properties
ΔE to the lowest compared entry with this formula, charge and spin, kJ/mol: 0.0
Net charge: -1
HOMO level, eV: -4.59
Total energy, hartree: -2714.97593

---

[4]
The following is a quantum chemistry calculation of C24H26N4O in the gas phase, from the Open Molecules 2025 dataset.

Positions of all 55 atoms, in Å:
C  -0.18327  6.10158  1.77351
C  0.23087  4.71147  1.40064
C  -0.71870  3.76535  1.02877
C  -0.34258  2.48897  0.66374
C  1.00132  2.12239  0.64995
C  1.95289  3.06212  1.03717
C  1.56855  4.33743  1.40688
H  2.31996  5.05214  1.71233
H  2.99587  2.78359  1.09402
C  1.38122  0.75912  0.25625
N  0.58606  -0.22596  0.64486
C  0.87271  -1.49515  0.34229
C  1.98412  -1.88164  -0.39399
C  2.82300  -0.87231  -0.84289
C  2.51632  0.47226  -0.51275
N  3.45063  1.29380  -1.08443
C  4.35644  0.53201  -1.78016
C  5.46384  0.92803  -2.51550
C  6.22099  -0.05984  -3.11422
C  5.88984  -1.40872  -2.98823
C  4.78861  -1.80874  -2.25918
C  4.01152  -0.83298  -1.64706
H  4.53169  -2.85228  -2.16228
H  6.50933  -2.14866  -3.47220
H  7.08927  0.21737  -3.69343
H  5.72290  1.97164  -2.61581
H  3.42763  2.29906  -1.06492
H  2.15365  -2.92569  -0.59985
C  -0.08351  -2.53301  0.83625
O  0.03072  -3.71608  0.56945
N  -1.05930  -2.01951  1.61042
C  -2.15580  -2.79379  2.12880
C  -3.49194  -2.38387  1.50797
H  -4.28659  -2.95907  1.98559
C  -3.50116  -2.63964  -0.00891
N  -4.72107  -2.30711  -0.71538
C  -5.03936  -0.89757  -0.71559
H  -4.15492  -0.33049  -1.00142
H  -5.40025  -0.52685  0.25675
H  -5.82012  -0.71688  -1.45527
C  -5.85977  -3.11568  -0.34312
H  -6.65007  -2.96398  -1.07908
H  -6.26789  -2.87120  0.65002
H  -5.57281  -4.16552  -0.35518
H  -3.29627  -3.69852  -0.18900
H  -2.69225  -2.06602  -0.47066
H  -3.66850  -1.32398  1.70596
H  -1.93440  -3.83842  1.89503
H  -2.20217  -2.67490  3.21787
H  -1.05426  -1.01468  1.72204
H  -1.08242  1.75752  0.37638
H  -1.76487  4.03680  1.02843
H  -1.11260  6.08909  2.33892
H  -0.34805  6.69531  0.87355
H  0.58493  6.59170  2.36668

## Properties
ΔE to the lowest compared entry with this formula, charge and spin, kJ/mol: 0.0
HOMO level, eV: -8.07
Total energy, hartree: -1224.47376

---

Q: Which formula does entry 3 have?
A: C24H26MgN3O3S3

---

Q: The highest total energy belongs to which entry?
A: C24H26N4O

---

Q: The highest total energy belongs to which entry?
A: C24H26N4O

---

Q: total energy of number 3 (C24H26MgN3O3S3)?
A: -2714.97593 hartree